No. 1
C20H23ClMnN2 as an isolated structure, computed with ωB97M-V/def2-TZVPD.

Gap between HOMO and LUMO (alpha / beta): 6.000 / 5.790 eV
Total charge: +2
Spin multiplicity: 4
LUMO (alpha / beta): -0.3421 / -0.3498 Ha

Geometry (Å):
Mn  0.6318  0.0047  0.0206
Cl  -1.6342  1.7159  -1.7798
N  0.9438  -2.8785  2.2848
N  2.5151  -2.0897  6.6950
C  2.2844  -0.2618  -1.2215
C  0.5124  1.9997  0.6823
C  1.9388  -1.5367  -0.5861
C  2.3978  -2.6021  5.6464
C  0.0962  -0.8438  -1.8528
C  2.9135  -4.1848  3.7694
C  1.1525  -2.5242  3.5460
C  -0.6225  1.2805  1.1878
C  2.6673  -4.5386  2.4373
C  -3.3423  1.7929  -3.9775
C  1.1374  0.1505  -2.0160
C  1.7168  1.3553  1.1933
C  1.6674  -3.8407  1.7233
C  -4.0456  3.0616  -1.9172
C  1.2911  0.2583  2.0379
C  0.5774  -1.8813  -0.9641
C  -2.8675  2.6864  -2.8243
C  2.1491  -3.1475  4.3395
C  -2.1745  3.9456  -3.3605
C  -0.1506  0.1589  1.9703
H  -4.0642  2.3333  -4.6105
H  2.6358  -2.1874  -0.0526
H  -1.3181  3.6657  -3.9864
H  3.6755  -4.7058  4.3684
H  -1.8386  4.5671  -2.5214
H  3.2412  -5.3173  1.9314
H  1.9290  -0.3236  2.6968
H  0.5220  -1.7249  3.9670
H  0.4771  2.9053  0.0889
H  -0.7961  -0.5671  2.4703
H  3.2367  0.2837  -1.2288
H  -4.7964  3.6412  -2.4772
H  2.7270  1.7406  1.0494
H  -0.8537  -0.8631  -2.3666
H  -2.4896  1.4954  -4.6006
H  -1.6602  1.5281  1.0403
H  -4.5175  2.1473  -1.5369
H  -3.6851  3.6692  -1.0779
H  0.0046  -2.7710  -0.6433
H  -2.8717  4.5385  -3.9735
H  -3.8361  0.9016  -3.5710
H  1.4497  -4.0570  0.6745
H  1.0731  1.0199  -2.6742

***

No. 2
An isolated ion of composition C20H23F3N and charge +1, computed with ωB97M-V/def2-TZVPD.

Gap between HOMO and LUMO: 9.029 eV
Total charge: +1
Spin multiplicity: 1
LUMO: -0.1324 Ha

Geometry (Å):
F  -0.8906  0.1856  6.2137
F  0.0556  2.1369  5.7794
F  -2.1007  1.8581  5.5194
N  -0.3060  0.4337  -1.6444
C  -2.3558  1.6060  -2.6165
C  -2.1807  -0.9091  -2.3971
C  3.9255  -1.2553  -1.0939
C  -1.0827  0.8404  1.6143
C  -3.1068  0.3232  -2.3069
C  0.9843  -0.1064  2.4499
C  1.7736  -2.1205  0.4426
C  -0.9074  1.2546  5.3733
C  0.5862  0.2557  3.7650
C  2.9510  -2.9078  0.3298
C  0.1354  0.2522  1.3170
C  -1.1515  1.7158  -1.6655
C  -1.4359  1.2223  2.8924
C  -0.6189  0.8736  3.9592
C  -1.0970  -0.7336  -1.3348
C  0.3646  0.3534  -2.9902
C  1.7283  -0.8709  -0.2188
C  0.6442  0.1861  -0.1191
C  4.0428  -2.4838  -0.4394
C  2.8060  -0.4786  -0.9865
H  -2.3276  1.7611  3.1342
H  -3.0195  2.4801  -2.4957
H  -2.7493  -1.8399  -2.2527
H  -1.4606  1.9069  -0.6213
H  2.9928  -3.9000  0.7670
H  0.9812  1.2782  -3.1776
H  -0.4361  -1.6382  -1.2380
H  -1.6979  -0.9596  -3.3990
H  -1.5122  -0.6536  -0.2741
H  2.7264  0.4654  -1.5455
H  -1.9684  1.5767  -3.6588
H  -0.3167  0.2548  -3.8613
H  1.0371  1.1867  -0.4861
H  0.9451  -2.5339  1.0232
H  4.9090  -3.1351  -0.5884
H  1.9444  -0.5986  2.3835
H  -0.5092  2.5374  -1.9324
H  1.0557  -0.4838  -3.0014
H  1.2527  0.0415  4.6058
H  -1.8243  1.0255  0.8251
H  4.6973  -0.9771  -1.7595
H  -3.5216  0.3724  -1.2880
H  -3.9616  0.2011  -3.0018

***

No. 3
C20H23F5N5ReS as an isolated structure, computed with ωB97M-V/def2-TZVPD.

Gap between HOMO and LUMO (alpha / beta): 8.081 / 7.494 eV
Total charge: +1
Spin multiplicity: 2
LUMO (alpha / beta): -0.1075 / -0.1260 Ha

Geometry (Å):
Re  -0.2503  0.3914  -0.1789
S  -1.7624  -0.5652  -1.9654
F  4.0708  1.1819  4.3600
F  1.4530  0.8657  5.0436
F  4.7857  1.1416  1.7310
F  2.9228  0.8031  -0.1719
F  -0.4117  0.5177  3.1657
N  -1.7407  -0.3738  1.1315
N  -2.8287  -1.0168  0.4932
N  -4.0691  -1.7580  -1.0386
N  -4.7214  -2.0383  0.1287
N  0.9894  -1.4066  -0.8320
C  3.5107  0.9928  2.0797
C  -2.9047  -1.1269  -0.8658
C  -0.6616  3.2528  -0.9969
C  -3.9604  -1.5777  1.0635
C  2.5371  -2.2969  -2.4174
C  1.6229  -3.7077  -0.7430
C  1.7964  -1.2619  -1.8928
C  0.8295  3.0965  -1.3120
C  -1.4625  3.1686  -2.3040
C  1.8177  0.8544  3.7628
C  1.1778  0.6516  1.4045
C  2.5250  0.8120  1.1256
C  3.1505  1.0155  3.4187
C  3.2652  -4.7062  -2.3806
C  -1.0556  2.1007  -0.0958
C  0.8854  0.6762  2.7564
C  2.4642  -3.5638  -1.8409
C  -0.9334  4.5956  -0.3189
C  0.9165  -2.6179  -0.2762
C  -4.2123  -1.6331  2.5212
H  -4.4812  -2.0198  -1.9198
H  0.2691  -2.7179  0.5879
H  -1.2574  2.2395  -2.8374
H  -1.3698  -0.9869  1.8601
H  -1.9963  4.7099  -0.1003
H  1.1669  3.8560  -2.0190
H  1.5192  -4.6624  -0.2460
H  -1.8417  2.3737  0.6269
H  -5.1843  -2.0890  2.6867
H  -1.1905  4.0040  -2.9508
H  3.0615  -4.8485  -3.4421
H  3.0444  -5.6332  -1.8564
H  1.4385  3.1601  -0.4111
H  1.0266  2.1172  -1.7844
H  -3.4554  -2.2339  3.0286
H  1.8443  -0.2736  -2.3359
H  -0.3790  4.6872  0.6167
H  -4.2138  -0.6348  2.9612
H  -2.0805  0.4584  1.6205
H  -2.5364  3.2206  -2.1177
H  4.3312  -4.4984  -2.2792
H  3.1712  -2.1141  -3.2744
H  -0.6325  5.4185  -0.9692

***

No. 4
A 2-piece molecular cluster, C20H23F6N3O2S overall, computed with ωB97M-V/def2-TZVPD.

Gap between HOMO and LUMO: 4.246 eV
Spin multiplicity: 1
LUMO: -0.0837 Ha

Geometry (Å):
S  1.6253  4.3956  -1.3802
F  -6.8014  -1.6546  0.5001
F  -7.5127  -0.9973  -1.4936
F  4.3335  -4.2653  2.5281
F  3.5001  -2.2430  2.6356
F  5.5204  -2.6375  3.4506
F  -5.3680  -1.4444  -1.1459
O  0.4427  4.9579  -2.0372
O  2.4484  3.4902  -2.1880
N  -5.0855  0.5711  0.7285
N  4.1687  -3.0539  0.1267
N  1.3497  3.8348  0.0728
C  -6.2037  0.5379  -0.2010
C  4.6738  -2.9362  2.4353
C  1.8543  -2.5934  -0.3833
C  -2.7783  -0.0179  1.0742
C  -2.0959  1.3791  -1.2468
C  0.8738  -1.6425  -0.5939
C  -1.4683  -0.0441  0.6369
C  3.1997  -2.1687  -0.2460
C  5.1988  -2.6336  1.0680
C  2.6815  5.7639  -0.9040
C  0.2372  0.7108  -1.0452
C  -1.0865  0.6598  -0.5459
C  1.2203  -0.2801  -0.8357
C  -3.4200  1.2827  -0.8956
C  2.5946  0.0923  -0.8532
C  -3.7909  0.6117  0.3058
C  -6.4979  -0.8783  -0.5943
C  3.5495  -0.8061  -0.4597
C  -5.4537  0.5767  2.1268
C  4.3554  -4.3270  -0.5132
H  1.6132  -3.6493  -0.2205
H  -5.4807  -0.4433  2.5452
H  0.4338  3.3567  0.0924
H  6.0893  -3.2302  0.8673
H  -4.7622  1.1873  2.7262
H  4.5991  -0.5206  -0.3476
H  -0.1806  -1.9199  -0.5834
H  -0.7048  -0.5709  1.2165
H  0.5168  1.5651  -1.6652
H  4.1104  -4.2647  -1.5841
H  -4.1845  1.7852  -1.4874
H  -6.4579  1.0113  2.2033
H  -7.0689  0.9294  0.3394
H  2.8722  1.1125  -1.1074
H  5.4000  -1.5567  1.0060
H  2.1134  6.4450  -0.2651
H  -3.0735  -0.5232  1.9975
H  2.9968  6.2848  -1.8114
H  -1.7907  1.9978  -2.0886
H  3.7339  -5.1116  -0.0555
H  3.5539  5.3714  -0.3772
H  -6.0073  1.0957  -1.1226
H  5.4134  -4.5921  -0.4045

***

No. 5
C20H23IrN9OP as an isolated structure, computed with ωB97M-V/def2-TZVPD.

Gap between HOMO and LUMO (alpha / beta): 8.204 / 7.095 eV
Total charge: +2
Spin multiplicity: 5
LUMO (alpha / beta): -0.1987 / -0.2856 Ha

Geometry (Å):
Ir  -0.7183  -0.3516  -0.0099
P  -1.5601  1.9564  0.0072
O  3.2803  -0.1315  -1.1751
N  -1.9676  -1.8393  -0.0193
N  -0.0868  -0.1421  2.2307
N  -2.4891  -4.1892  0.0230
N  -3.9577  3.3725  -0.0321
N  1.3302  -0.3134  0.0089
N  -1.8643  -6.5768  -0.0596
N  -2.0582  4.3731  -1.1863
N  -0.0628  -0.0443  -2.2598
N  -2.1143  4.3475  1.2301
C  -1.7088  5.0947  0.0384
C  1.0648  -0.2128  -4.7752
C  -3.4604  4.1612  -1.2617
C  1.2589  -0.1548  -2.4070
C  2.0744  -0.2017  -1.1475
C  -2.1478  -3.0421  0.0003
C  1.2237  -0.2720  2.4377
C  -0.3116  -0.1082  -4.6238
C  -3.5183  4.1342  1.2360
C  0.9002  -0.1815  4.8028
C  -3.4173  1.9734  -0.0350
C  -1.2647  3.1593  -1.3731
C  -0.9199  -0.0498  3.2801
C  -1.3298  3.1289  1.4258
C  -2.1325  -5.4582  -0.0204
C  1.7527  -0.2920  3.7233
C  -0.8373  -0.0280  -3.3476
C  2.1014  -0.4128  1.2304
C  -0.4696  -0.0610  4.5788
C  1.8673  -0.2353  -3.6449
H  1.5044  -0.2849  -5.7611
H  -0.6352  5.2674  0.0651
H  -3.8081  1.4409  0.8323
H  -3.8357  3.5387  2.0903
H  -1.6043  2.6435  2.3633
H  2.8212  -0.4016  3.8585
H  -0.2718  3.3855  1.4943
H  -1.9786  0.0057  3.0524
H  2.8843  0.3502  1.2418
H  -0.9714  -0.0978  -5.4801
H  2.6281  -1.3720  1.2725
H  -4.0576  5.0800  1.2227
H  2.9441  -0.3213  -3.6919
H  -1.1700  0.0076  5.3991
H  -3.7381  3.5847  -2.1425
H  -1.9080  0.0283  -3.1853
H  -4.9791  3.3396  -0.0560
H  -0.2047  3.4163  -1.3884
H  -2.2135  6.0605  0.0369
H  -3.7678  1.4605  -0.9309
H  1.2915  -0.1983  5.8116
H  -1.4965  2.6944  -2.3323
H  -3.9998  5.1070  -1.2528

***

No. 6
One molecule with the formula C20H23N3O3, computed with ωB97M-V/def2-TZVPD.

Gap between HOMO and LUMO: 9.560 eV
Spin multiplicity: 1
LUMO: 0.0145 Ha

Geometry (Å):
O  -0.3735  1.8859  -1.1167
O  4.1255  3.4861  -2.3940
O  5.3731  1.1205  -1.7800
N  3.4921  -0.1279  -1.6481
N  -4.4846  0.4289  -1.2046
N  0.0201  0.0022  0.0541
C  -2.7172  0.8364  -2.7909
C  3.5613  -2.6199  -1.1409
C  2.0213  -0.1932  -1.4957
C  -1.9892  0.6345  2.3260
C  2.1945  -5.0641  -0.9278
C  1.5600  -1.5030  -2.1780
C  3.5167  -4.9681  -0.5055
C  4.3078  -1.2853  -1.1986
C  -2.2662  0.7020  -0.2460
C  2.2299  -2.7252  -1.5785
C  -2.8162  0.5290  1.0482
C  -3.1548  0.6544  -1.3426
C  -4.9850  0.2554  0.0399
C  3.3230  2.3069  -2.2911
C  4.1900  -3.7528  -0.6116
C  -0.7910  0.9319  -0.4656
C  1.5570  -3.9459  -1.4599
C  4.1435  1.0498  -1.8727
C  1.4815  0.0158  -0.0565
C  -4.1898  0.3008  1.1816
H  4.0194  -5.8320  -0.0948
H  2.5484  2.5010  -1.5483
H  -2.6122  0.8508  3.1946
H  1.8920  -0.7582  0.5944
H  1.6665  -6.0036  -0.8490
H  -1.4367  -0.2864  2.5104
H  -1.8937  0.1652  -3.0322
H  0.4748  -1.5917  -2.1184
H  -1.2747  1.4558  2.2562
H  5.1884  -1.3923  -1.8364
H  3.9623  3.9201  -3.2347
H  -6.0505  0.0862  0.1080
H  2.8316  2.1120  -3.2444
H  1.7692  -1.4482  -3.2473
H  -3.5265  0.6365  -3.4949
H  1.8699  0.9546  0.3464
H  -2.3822  1.8615  -2.9500
H  -4.6408  0.1721  2.1549
H  0.5337  -4.0327  -1.7954
H  4.7040  -1.0641  -0.2059
H  -0.4136  -0.7785  0.5192
H  5.2140  -3.6894  -0.2716
H  1.5472  0.5853  -2.0936

***

No. 7
One molecule with the formula C20H23N3O3, computed with ωB97M-V/def2-TZVPD.

Gap between HOMO and LUMO: 9.477 eV
Spin multiplicity: 1
LUMO: 0.0155 Ha

Geometry (Å):
O  4.4237  1.6937  -0.7774
O  -0.8322  2.3652  0.2643
O  3.0695  3.8824  -1.3764
N  -4.9725  0.9318  -0.4117
N  -0.7037  0.1917  0.8599
N  2.6427  0.3135  -0.8038
C  3.2296  1.5483  -0.9251
C  0.8255  -1.1705  -1.4326
C  1.2045  0.1211  -0.7182
C  2.3040  2.7067  -1.2801
C  1.7756  -4.6853  -0.3451
C  -2.8823  1.2114  0.7066
C  1.0583  -3.6187  -0.8573
C  -3.6457  1.0296  -0.4500
C  -2.9916  0.9559  -1.8010
C  -1.3902  1.3286  0.5870
C  -4.8916  1.2247  1.9635
C  0.7411  0.1468  0.7462
C  3.0524  -4.4728  0.1607
C  -2.7173  1.5308  3.2081
C  2.8797  -2.1242  -0.3774
C  -3.5049  1.3193  1.9453
C  3.5295  -0.7642  -0.3787
C  -5.5691  1.0281  0.7747
C  1.6018  -2.3364  -0.8842
C  3.5930  -3.1996  0.1470
H  1.3418  -5.6766  -0.3337
H  2.4743  4.6308  -1.2839
H  1.1564  1.0338  1.2278
H  0.0583  -3.7750  -1.2466
H  -2.5936  1.9325  -2.0820
H  1.5179  2.7921  -0.5227
H  -2.1555  0.2528  -1.8029
H  -3.7238  0.6432  -2.5404
H  -0.2473  -1.3508  -1.3313
H  3.9330  -0.5482  0.6171
H  1.8119  2.4742  -2.2345
H  3.6215  -5.2978  0.5688
H  -6.6507  0.9491  0.7693
H  1.1029  -0.7340  1.2779
H  -5.4373  1.3096  2.8944
H  -2.3128  0.5855  3.5763
H  -1.2207  -0.6385  1.0934
H  0.7143  0.9492  -1.2251
H  -3.3481  1.9491  3.9906
H  4.5861  -3.0290  0.5475
H  -1.8781  2.2065  3.0425
H  4.3922  -0.7690  -1.0468
H  1.0274  -1.0472  -2.5000

***

No. 8
One molecule with the formula C20H23N3O3S, computed with ωB97M-V/def2-TZVPD.

Gap between HOMO and LUMO: 8.327 eV
Spin multiplicity: 1
LUMO: 0.0181 Ha

Geometry (Å):
S  -4.3007  -3.1379  1.2429
O  0.0020  -2.4095  -1.7226
O  6.4397  1.2665  1.4902
O  -1.5032  0.5033  1.4227
N  6.0070  -0.2575  -0.1523
N  0.4886  -1.0926  0.0881
N  -2.2698  -0.3169  -0.5243
C  -0.3268  -1.7869  -0.7360
C  2.6649  -1.5488  -0.9485
C  3.8274  0.2019  0.8760
C  -2.6852  -2.6795  -1.0008
C  -4.5255  -1.5231  2.0475
C  -2.0910  0.6831  0.3632
C  1.8713  -0.9035  -0.0050
C  -4.1281  -2.6503  -0.5150
C  2.4679  -0.0305  0.9025
C  8.2700  0.4456  0.1690
C  -3.8265  4.4602  -0.5765
C  -1.8000  -1.6697  -0.2826
C  6.8174  0.5486  0.5938
C  4.0250  -1.3166  -0.9738
C  -3.1724  2.7989  1.0210
C  -3.3286  3.6715  -1.6010
C  4.6228  -0.4430  -0.0678
C  -2.6927  1.9908  -0.0060
C  -2.7654  2.4394  -1.3217
C  -3.7443  4.0242  0.7358
H  1.8537  0.4721  1.6356
H  -3.6134  -0.9363  2.0069
H  -4.1215  4.6419  1.5368
H  -2.2666  -3.6732  -0.8379
H  8.3796  0.7381  -0.8733
H  -1.8350  -1.8436  0.7997
H  -2.3532  1.8500  -2.1290
H  6.4536  -0.8038  -0.8762
H  -4.5729  -1.6613  -0.6168
H  8.6250  -0.5762  0.2875
H  -4.7747  -1.7370  3.0818
H  4.6340  -1.8235  -1.7097
H  0.0404  -0.5808  0.8474
H  -3.3761  4.0193  -2.6223
H  -5.3475  -0.9939  1.5733
H  -4.7222  -3.3679  -1.0800
H  -2.6962  -0.1332  -1.4184
H  4.2790  0.8792  1.5806
H  -3.0892  2.4468  2.0382
H  2.2149  -2.2255  -1.6550
H  8.8690  1.1053  0.7895
H  -4.2692  5.4189  -0.8017
H  -2.6555  -2.4834  -2.0759

***

Max |F| values (in eV Å⁻¹) by entry order: 2.89; 4.22; 0.57; 2.03; 0.66; 2.17; 0.02; 0.65.
E_tot values (in eV) by entry order: -67917.1238; -30747.6068; -55107.8986; -56816.0051; -48681.5910; -31726.9564; -31727.4513; -42563.5670.